# 1
A cluster of 13 separate species, C16H44IN12O25 in total in a non-equilibrium geometry. Source: the OMol25 dataset; level of theory: ωB97M-V/def2-TZVPD.

Geometry as XYZ:
```
98
Properties=species:S:1:pos:R:3:forces:R:3
C 0.23848 -2.21681 5.72475 -0.25 -0.16 0.05
H 0.87905 -3.01355 5.34121 -0.09 0.26 -0.09
H -6.99328 1.56054 -2.93414 -0.03 0.30 0.15
C 2.76818 -1.26955 2.07342 0.43 0.17 -0.75
C -1.13712 0.24430 1.86104 0.94 2.84 0.28
C 2.53591 2.80528 -1.77596 -0.24 0.29 0.33
C 0.35710 6.09841 3.17172 0.03 -0.08 0.08
H -0.28552 -1.70397 4.91559 0.17 -0.12 -0.08
H -1.27807 -4.23563 -1.18861 0.18 -0.19 0.22
O 3.05890 -3.90018 -6.39297 0.03 0.05 1.73
H -6.50483 3.22032 -3.41763 0.01 -0.03 0.28
H -1.21526 0.61664 2.99002 0.30 -1.09 -1.86
H 0.37352 6.09591 4.26369 0.02 -0.12 -0.31
C 4.63504 8.05761 3.53266 0.35 -0.03 -0.09
N 0.19157 -5.66333 -0.67928 0.51 -0.11 -0.49
H 1.89227 3.01888 -7.06822 0.18 0.12 0.14
H 0.84719 0.25673 3.59686 0.28 1.16 -2.27
H 5.34014 8.02398 2.69936 -0.30 -0.02 0.14
H 1.27485 6.53581 2.77328 -0.63 -0.28 -0.09
H 3.79566 -1.54906 1.55459 -2.00 0.31 1.41
H 2.77744 3.48224 -2.59799 0.00 -0.41 0.46
N 3.25242 7.92720 2.99876 -0.65 0.01 -0.57
H 2.25372 1.81708 -2.14482 0.17 0.24 -0.04
H -0.52633 6.62183 2.80052 0.23 -0.07 -0.07
O 3.69956 2.98637 0.23406 0.50 -0.46 -1.71
H 0.44264 -9.83087 0.57724 0.02 0.19 0.21
H -1.29131 2.64484 -1.73606 -0.06 -0.23 0.05
H 3.42862 -5.52490 -0.23042 0.21 0.19 -0.13
O -9.07967 2.39844 -2.07173 1.11 1.27 0.11
C 4.13848 -5.13110 -0.96096 -0.30 -0.14 0.10
N -2.69085 1.29370 -2.51207 0.15 -0.38 -0.50
C -1.08379 -4.95405 -0.38935 -0.17 0.19 -0.16
O 3.05573 -4.62470 -4.31246 0.06 1.10 -1.44
O 1.97976 -0.67754 5.69612 -1.18 -0.71 1.29
H -12.23044 1.18189 -1.22984 0.24 -0.09 -0.07
C 1.13451 -9.43297 1.32244 0.24 0.13 -0.15
O -1.92774 0.50667 -3.08427 -1.43 1.13 0.58
O -3.87289 1.50349 -2.80823 1.22 -0.51 -0.01
O 0.27054 0.37025 1.45110 -0.33 -0.14 2.54
N 0.28265 4.69325 2.68829 -0.21 -1.12 -0.16
C -6.81548 2.58116 -2.58859 0.13 -0.32 -0.10
H -2.90914 2.70553 -0.95752 0.15 -0.25 -0.17
O 2.33174 7.94744 3.82405 1.42 0.36 -1.09
H 3.28958 4.12415 -6.78836 -0.18 -0.18 0.06
H 4.69842 9.01552 4.05297 -0.10 -0.24 0.01
O -11.44788 -0.91434 -2.56695 0.01 0.04 1.76
I -1.82376 -1.83762 1.90646 0.08 -1.14 0.38
O 0.79222 -5.34812 -1.71312 -0.49 -0.74 1.59
H 0.94891 -8.37370 1.51145 -0.12 -0.26 -0.10
N 1.99772 3.87337 -5.15897 -0.27 0.05 0.93
H 2.27634 -1.80395 -5.05586 0.22 -0.10 -0.03
H -6.08055 2.59239 -1.78114 -0.10 0.10 -0.23
C 1.14248 0.77535 2.56482 1.76 0.53 0.21
H -0.96628 -4.44300 0.56837 -0.07 -0.07 -0.06
N 3.08533 -3.73253 -5.16808 -0.05 -1.05 -0.18
H 1.92635 -1.64515 1.32069 1.61 1.09 1.73
C -2.13111 2.05516 -1.36291 -0.10 0.18 0.11
H -10.42926 1.09587 -1.25707 -0.39 -0.11 0.01
C 2.74245 0.34887 2.33391 -1.33 -0.71 0.74
H -1.87556 -5.70468 -0.34473 0.20 0.07 0.13
C -11.34701 0.65847 -0.85864 0.08 0.13 0.27
H 4.77905 -5.92783 -1.34450 -0.08 0.25 -0.06
H -11.33059 0.65597 0.23333 -0.03 -0.15 -0.29
O 0.25623 4.52560 1.46340 0.03 0.10 1.69
N 3.76418 2.64315 -0.95210 0.49 -0.04 0.83
H 4.80478 7.22256 4.21537 -0.11 0.22 -0.04
H 3.27004 0.99098 1.50512 -1.09 -1.40 1.63
N -8.08613 3.13412 -2.04695 -0.55 0.59 0.35
O -8.05027 4.29127 -1.61236 -0.36 -1.82 -0.62
H 4.07752 -1.88997 -5.08309 -0.24 -0.08 -0.03
H -1.80590 1.32998 -0.61412 0.13 -0.03 0.21
N 5.01538 -4.13344 -0.29056 0.44 0.60 0.78
O 2.59147 2.97063 -4.55758 -0.97 1.32 -1.35
H 2.61816 -1.80828 3.10717 0.43 0.92 -2.12
H 3.25237 0.52734 3.39824 -0.93 -0.16 -2.42
O -11.45105 -1.63886 -0.48644 0.03 1.02 -1.39
O 0.25305 3.80107 3.54392 -0.02 1.32 -1.34
O -0.24095 -10.08199 3.08003 1.71 -0.26 -0.56
H 1.64062 4.79705 -7.02361 0.11 -0.20 0.23
C 2.22187 3.96179 -6.62718 -0.09 0.20 -0.28
O 0.91529 -1.00649 7.59669 0.48 -0.05 -1.47
H 3.17619 -2.32987 -3.59269 -0.01 -0.09 -0.30
O 0.55359 -6.51670 0.13916 -0.11 0.97 -1.20
H 1.11860 1.95670 2.62993 -0.15 -2.59 0.18
O 4.75865 2.17605 -1.51956 -1.14 0.63 0.90
O 5.87976 -3.59182 -0.98959 -1.05 -0.58 1.02
N 0.89354 -10.16512 2.59508 -0.16 -0.53 0.84
O 1.23752 4.70600 -4.65126 1.15 -1.32 -0.48
N -11.42145 -0.74669 -1.34207 -0.09 -0.97 -0.21
H 3.61448 -4.61825 -1.77012 0.18 -0.18 0.05
H 1.74424 3.22432 -1.15120 0.27 -0.17 0.04
C 3.15977 -2.32737 -4.68466 0.01 0.19 0.32
O 1.84182 -10.79994 3.07121 -1.43 0.76 -0.41
O 3.12724 7.80894 1.77431 -0.15 0.18 1.86
O 4.81529 -3.92078 0.91098 0.56 -0.18 -1.80
H -0.47138 -2.61062 6.45529 0.25 0.20 -0.10
H 2.16932 -9.59399 1.01275 -0.27 -0.03 0.19
N 1.11538 -1.21916 6.39516 0.62 0.60 0.31
```
Forces are in eV/Å.

- highest occupied orbital energy (Eh) = -0.104
- calculated total energy (Eh) = -3470.54741
- net charge = -1
- Kohn-Sham gap (Eh) = 0.1370


# 2
The molecule C6H7N5O in a non-equilibrium geometry. Source: the OMol25 dataset; level of theory: ωB97M-V/def2-TZVPD.

Geometry as XYZ:
```
19
Properties=species:S:1:pos:R:3:forces:R:3
H -2.59645 1.60283 -1.18784 -0.21 -0.13 0.03
H 3.63460 -1.54642 0.31893 -0.35 0.46 -0.22
H 3.87497 0.20894 0.55325 0.11 -0.30 -0.19
C 0.18797 -0.33816 1.37363 -0.35 -0.04 1.52
O -3.14413 0.42677 0.43967 -0.92 0.06 -0.54
H 1.66706 0.19720 -1.93157 0.15 0.09 -0.07
N -0.62848 -0.48291 2.52804 4.14 -0.86 0.64
C 1.16734 0.09532 -0.97945 -0.24 -0.47 -1.38
N 1.46568 -0.50982 1.28698 0.31 -0.10 -0.53
C 3.36371 -0.54517 -0.06024 1.65 0.14 0.13
N -1.80161 -0.21644 2.18834 -2.49 0.05 1.75
C -1.95941 0.11612 0.94435 3.55 0.52 -4.82
N 1.97308 -0.29357 0.03489 -2.34 -0.17 1.92
H -4.23518 0.85760 -1.20902 0.39 -0.17 -0.06
N -0.13312 0.22210 -0.96359 0.79 0.38 0.78
C -3.17727 0.69352 -0.97611 0.18 0.40 0.53
C -0.63197 0.06495 0.29024 -4.00 0.23 0.32
H -2.72142 -0.11338 -1.55916 -0.30 -0.06 0.17
H 3.69463 -0.43947 -1.09135 -0.06 -0.04 0.01
```
Forces are in eV/Å.

- highest occupied orbital energy (Eh) = -0.280
- calculated total energy (Eh) = -581.73646
- net charge = 0
- energy relative to the best compared isomer or geometry (same formula, charge and spin) (kJ/mol) = 319.7
- SMILES = COc1nnc2nn(C)cnc1-2
- Kohn-Sham gap (Eh) = 0.2453


# 3
A structure of composition C14H32LiNO14P in a non-equilibrium geometry. Source: the OMol25 dataset; level of theory: ωB97M-V/def2-TZVPD.

Geometry as XYZ:
```
63
Properties=species:S:1:pos:R:3:forces:R:3
H -1.35981 -0.65025 2.94709 0.40 4.69 -1.41
H -1.82977 -1.65731 3.97787 -1.12 -0.85 2.82
H -1.09810 3.03909 -2.11794 4.83 -2.24 -7.44
H -1.69658 4.97035 0.53072 0.84 -1.10 0.05
O -1.55079 -2.06850 0.35015 -3.81 -0.82 2.41
O 1.85046 -2.32773 -2.54353 0.10 -0.37 -1.23
O 1.11316 2.58637 1.00625 1.75 2.23 -2.35
H 1.44549 1.33068 -0.91696 2.78 -0.54 -0.57
C -2.59932 -2.29717 1.02688 1.62 -0.72 -3.45
C -3.68262 -3.49092 -0.83247 -11.58 3.43 4.87
H -3.37469 5.96614 -2.67733 -0.24 4.92 -0.20
H 6.13562 -5.90214 3.27533 -0.55 -0.28 2.24
O -2.81603 -1.99116 2.28975 -0.37 -0.82 -1.78
H 7.52180 -5.30204 2.35107 -1.92 -0.22 -0.18
C 1.76030 -1.34283 -1.72917 -3.91 3.78 9.32
O 0.80211 0.28838 2.07690 3.25 -2.50 1.26
H 2.19055 -1.54289 1.92176 1.46 -2.18 -1.03
H 0.73586 -4.04755 -1.39930 0.30 3.03 -1.83
N -2.01091 4.76263 -1.60452 -1.16 0.44 1.45
H 0.04902 5.24908 -1.54406 -0.10 0.44 1.02
H -0.78231 -2.03681 2.83388 3.49 -3.15 -1.61
H -1.02031 6.46527 -2.24723 -0.72 3.81 0.08
H -4.05244 4.62340 -2.18001 -3.71 -2.66 1.62
P 0.33168 1.74545 1.93303 0.06 -2.16 1.53
C 1.02988 -3.46665 -2.44762 -3.78 -2.30 1.20
C 2.56316 0.94377 -1.17620 -8.72 -5.30 6.52
H -0.51726 5.15081 -2.95424 1.68 -3.42 -7.70
H -2.93282 -3.78995 -1.17575 12.13 -4.66 -4.36
C -2.64331 2.32984 -1.14766 -2.59 -2.37 2.36
H -4.00067 -2.72297 -1.46588 -0.74 1.37 -1.09
O -1.97882 1.05520 -0.87865 -2.77 2.35 -3.03
H -3.22214 2.76257 -0.26070 0.62 -0.97 -0.16
H 2.97495 0.76692 -0.17793 -0.11 -0.34 -0.22
C -1.65592 -1.59874 2.97477 -2.35 0.00 1.15
H 0.02215 -3.50909 -3.19230 3.00 0.62 2.11
C -0.82073 5.49225 -2.14088 -1.30 -0.93 7.17
H 3.08917 1.51038 -1.67842 4.98 5.65 -5.13
H -0.98702 3.21174 -0.58348 1.74 0.53 2.34
O 2.44267 -0.26363 -1.97178 1.59 -1.16 -2.86
C -2.36213 5.25764 -0.25422 -1.94 2.05 2.98
H 1.69648 -4.22509 -2.67322 1.17 -1.55 -1.74
O 5.71777 -4.32708 2.07276 4.42 0.76 -0.90
H 2.08989 -3.42623 1.69644 -3.23 -3.80 -2.21
O -0.87754 1.19143 1.11929 -4.58 1.68 -0.98
O 3.78727 -5.30613 2.19808 0.27 1.72 -0.68
C 2.56308 -2.68000 2.09848 2.96 5.32 0.66
O -3.70603 -3.02151 0.49159 2.05 1.49 2.55
O 1.06942 -1.31168 -0.58698 2.36 -1.50 -5.40
H 6.23916 -6.43589 1.75661 -0.54 0.22 -1.37
H -2.78551 4.63171 -3.48432 -1.39 -0.03 1.00
H 2.53805 -2.60119 3.10496 -1.09 -0.62 3.54
Li -0.32937 -0.40739 0.76182 1.05 -0.59 0.06
H -4.44159 -4.29273 -0.86554 0.28 0.33 0.07
H -1.50860 1.18135 0.06896 0.79 0.49 1.17
C -1.60890 3.31412 -1.39618 -4.26 2.21 3.28
O 4.01083 -3.03847 1.99205 0.73 1.60 -1.35
H -3.42081 5.12785 0.26785 1.85 -0.69 -2.13
H -3.51313 2.22036 -1.83231 0.97 -0.09 -0.57
O 0.05366 2.36085 3.26041 -0.90 0.87 0.88
C -3.20798 5.01305 -2.49482 6.55 -3.24 -2.96
C 6.39250 -5.54695 2.33730 2.45 0.82 -0.26
C 4.45593 -4.25909 2.03857 -5.13 -2.96 1.53
H -2.27814 6.33909 -0.12902 0.11 0.31 -1.05
```
Forces are in eV/Å.

- highest occupied orbital energy (Eh) = -0.086
- calculated total energy (Eh) = -2009.39646
- net charge = -1
- energy relative to the best compared isomer or geometry (same formula, charge and spin) (kJ/mol) = 442.8
- Kohn-Sham gap (Eh) = 0.1469


# 4
A cluster of 2 separate species, CHIOS2 in total in a non-equilibrium geometry. Source: the OMol25 dataset; level of theory: ωB97M-V/def2-TZVPD.

Geometry as XYZ:
```
6
Properties=species:S:1:pos:R:3:forces:R:3
I 0.58530 -2.52990 0.02893 -0.15 -0.18 0.30
H 0.13868 -0.00929 -1.40567 -0.13 -1.99 4.18
O -1.40957 1.61533 -0.10309 -0.07 -0.60 0.54
S 1.26301 0.75973 0.68820 0.49 -0.19 0.88
C 0.23123 -0.49200 -0.04477 0.31 2.28 -5.52
S -0.80865 0.65613 0.83640 -0.46 0.69 -0.39
```
Forces are in eV/Å.

- highest occupied orbital energy (Eh) = -0.358
- calculated total energy (Eh) = -1207.91529
- net charge = 0
- energy relative to the best compared isomer or geometry (same formula, charge and spin) (kJ/mol) = 250.8
- Kohn-Sham gap (Eh) = 0.3483


# 5
A structure of composition C24H19Cl5N9O2RuS2 in a non-equilibrium geometry. Source: the OMol25 dataset; level of theory: ωB97M-V/def2-TZVPD.

Geometry as XYZ:
```
62
Properties=species:S:1:pos:R:3:forces:R:3
H 2.71510 -1.76445 5.32461 0.01 0.02 -0.01
C 3.42535 -2.40284 2.07766 0.00 0.05 -0.03
Cl -3.24726 1.52028 1.20598 -0.06 -0.10 -0.13
H -1.05722 -3.99151 -2.12144 -0.07 -0.01 0.03
N 2.17839 1.10314 -0.01930 -0.15 0.13 -0.55
C -2.24874 -0.14052 -2.22477 0.09 0.11 -0.12
C 1.34335 -1.50318 3.70043 0.01 -0.02 0.02
C -2.94631 3.96258 0.21470 -0.10 -0.08 -0.01
N 1.18811 1.73518 3.95310 -0.49 0.14 0.23
H 0.54168 -1.13855 4.32971 0.03 0.02 -0.02
H -0.78465 -4.55537 0.21398 0.04 -0.02 0.00
H -2.96108 -3.22970 -0.39158 0.01 0.01 -0.02
H 4.56360 -2.55773 3.88453 -0.02 0.01 -0.01
H 1.60964 -4.39545 0.50203 -0.02 -0.06 -0.05
H -4.03123 1.06552 -4.82693 0.01 0.00 0.01
C -0.80174 0.93758 -3.80557 -0.04 -0.02 -0.01
C 3.60704 -2.29924 3.44899 -0.02 -0.05 0.03
Cl -4.49486 4.24980 0.90624 -0.03 0.09 -0.01
C 1.52901 1.59692 2.69734 0.35 0.12 -0.05
C -1.02892 -3.16030 -1.41124 -0.03 -0.10 -0.01
S -2.56756 -0.92347 -0.65845 -0.01 0.21 0.10
Cl 1.04258 3.21718 -1.65214 0.01 0.39 -0.45
C -0.34143 -3.61422 -0.12107 0.01 -0.02 -0.02
C 2.19547 -2.05543 1.53595 -0.03 0.04 0.11
C -0.97220 0.24607 -2.61499 -0.05 -0.01 -0.05
C -2.36100 2.69773 0.30861 -0.01 -0.08 0.08
H -4.34679 -0.14471 -2.69182 0.03 0.06 0.01
Ru 0.18956 0.89169 0.08037 -0.08 -1.53 -0.61
H -0.45232 -2.36647 -1.87688 0.04 -0.03 -0.09
N 0.46356 1.52473 1.90128 -1.29 -0.33 0.60
C -1.11578 2.41993 -0.26343 0.74 0.76 0.46
S 2.02347 -2.19100 -0.22555 -0.15 0.26 -0.21
C 3.09616 1.17334 0.94732 0.07 0.08 0.17
O -1.36662 -0.62487 0.24005 -0.44 0.26 -0.14
Cl -0.17681 6.04510 -1.75354 -0.03 0.08 -0.04
O 0.93280 -1.20893 -0.63100 0.54 -0.36 0.29
C -3.17461 0.83050 -4.20913 0.05 0.01 -0.03
C 1.16225 -3.80013 -0.29404 -0.10 0.01 0.03
Cl -2.98184 6.56934 -0.48573 -0.01 0.03 -0.02
H 1.41326 -4.25410 -1.25481 0.00 0.04 0.00
N -0.62195 1.60390 2.73958 0.65 0.06 0.20
H 4.23241 -2.73229 1.43291 0.00 0.07 0.02
H -0.08962 -0.04375 -2.05346 0.10 -0.04 0.03
H -3.05475 -2.68845 -2.07580 -0.06 -0.01 0.05
C -1.03667 4.77300 -0.98646 0.08 -0.09 -0.07
C -2.44603 -2.66114 -1.16961 0.22 -0.07 0.08
C -0.49554 3.49582 -0.91567 -0.15 -0.22 -0.08
N -0.18083 1.73438 3.93001 0.41 0.01 -0.07
C -3.35335 0.14704 -3.01592 -0.02 0.03 0.08
C 1.15041 -1.59857 2.33031 0.04 -0.12 0.08
H 0.20269 -1.31591 1.89486 -0.03 0.05 -0.04
N 4.09658 0.59157 -0.81801 -0.08 0.08 0.30
C 2.56821 -1.85293 4.25604 0.00 0.01 -0.03
C -2.27943 5.00443 -0.41601 -0.10 0.11 0.01
N 2.81315 1.52775 2.23443 -0.03 -0.02 0.06
N 4.29066 0.85999 0.50723 0.17 -0.05 -0.46
H 0.19375 1.23605 -4.10704 -0.02 0.01 0.03
H -0.51742 -2.88189 0.66539 -0.07 -0.03 0.00
H -1.76885 1.77795 -5.52337 -0.01 0.00 0.01
N 2.86816 0.72113 -1.14281 0.10 0.21 0.30
H 3.56959 1.60497 2.89224 0.01 -0.08 0.02
C -1.90256 1.23242 -4.59835 -0.02 -0.02 0.02
```
Forces are in eV/Å.

- highest occupied orbital energy (spin up / spin down) (Eh) = -0.306 / -0.312
- calculated total energy (Eh) = -4761.34644
- net charge = 0
- energy relative to the best compared isomer or geometry (same formula, charge and spin) (kJ/mol) = 69.8
- 2S+1 = 2
- Kohn-Sham gap (spin up / spin down) (Eh) = 0.2863 / 0.2674